Record 1
Below is a molecular structure, C19H22BBrF10N3O5OsSe2 at a distorted geometry, with properties calculated with ωB97M-V/def2-TZVPD.

CARTESIAN COORDINATES (ANGSTROEM)
Os 0.26 -0.33 0.38
O 0.57 -6.23 0.90
C 1.46 -5.77 1.90
C 1.63 -4.24 1.79
C 2.52 -3.88 3.00
O 2.92 -2.53 3.10
C 0.22 -3.65 1.89
Se 0.03 -1.73 2.26
C 2.28 -3.97 0.43
Se 2.78 -2.14 -0.11
H 0.31 -7.13 1.09
H 2.44 -6.24 1.79
H 1.08 -6.01 2.90
H 3.40 -4.54 2.98
H 1.97 -4.08 3.92
H 3.28 -2.24 2.23
H -0.30 -4.11 2.73
H -0.33 -3.87 0.98
H 1.61 -4.33 -0.34
H 3.21 -4.53 0.37
C 2.06 0.13 -2.89
C 1.29 1.23 -2.26
N 0.83 1.26 -1.02
C 0.25 2.50 -0.82
C 0.37 3.23 -1.95
N 1.04 2.41 -2.85
H 1.87 -0.81 -2.36
H 3.13 0.33 -2.85
H 1.77 0.01 -3.94
H -0.24 2.77 0.11
H 0.03 4.21 -2.21
H 1.23 2.62 -3.81
F -4.14 1.48 0.44
B -2.87 1.92 0.09
F -2.42 2.96 0.92
F -2.81 2.32 -1.26
F -1.94 0.79 0.26
C -0.33 -2.61 -3.24
C -1.04 -2.09 -1.98
O -0.10 -1.69 -1.06
C -1.85 -3.26 -1.37
F -1.07 -4.35 -1.26
F -2.90 -3.61 -2.14
F -2.32 -2.97 -0.15
C -2.04 -0.98 -2.42
F -3.03 -0.79 -1.56
F -1.39 0.17 -2.61
F -2.62 -1.30 -3.61
H 0.51 -3.21 -2.92
H 0.03 -1.76 -3.82
H -1.01 -3.20 -3.85
Br 5.77 -0.35 4.90
C 4.78 0.36 3.46
C 5.40 0.58 2.24
N 4.75 1.04 1.18
C 3.45 1.29 1.31
C 2.76 1.12 2.50
C 3.44 0.65 3.61
C 1.32 1.57 2.62
O 1.02 2.38 3.47
O 0.46 1.10 1.75
H 6.46 0.38 2.12
H 2.93 1.66 0.43
H 2.93 0.52 4.56

Computed properties:
**Maximum force**: 0.02511 Eh/bohr
**Multiplicity**: 5
**Energy above the lowest of the compared OMol25 structures with the same formula, charge and spin**: 17.5 kcal per mole
**⟨S²⟩**: 6.03
**Kohn-Sham gap (spin up / spin down)**: 0.261 / 0.222 Ha
**Charge**: -1
**LUMO energy (spin up / spin down)**: 2.2 / 0.9 eV


Record 2
Below is 2 unconnected molecules or ions with the total composition C30H28BClF4O2S at a distorted geometry, with properties calculated with ωB97M-V/def2-TZVPD.

CARTESIAN COORDINATES (ANGSTROEM)
F -2.69 2.74 -4.36
C -2.48 1.41 -4.06
C -3.57 0.55 -4.12
C -3.29 -0.79 -3.83
F -4.32 -1.71 -3.93
C -2.04 -1.24 -3.43
C -0.97 -0.31 -3.21
C 0.22 -0.74 -2.52
C 1.52 -0.29 -2.94
C 2.53 -1.23 -3.29
C 3.75 -0.77 -3.76
F 4.73 -1.70 -4.06
C 4.05 0.58 -3.91
C 3.05 1.48 -3.56
F 3.31 2.83 -3.70
C 1.82 1.08 -3.06
C -1.19 1.01 -3.70
H -4.57 0.88 -4.40
H -1.86 -2.31 -3.33
H 0.22 -1.77 -2.13
H 2.31 -2.29 -3.26
H 5.03 0.91 -4.25
H 1.09 1.83 -2.75
H -0.37 1.70 -3.86
C 0.88 0.77 6.90
C 0.38 0.84 5.50
C -0.76 1.47 5.05
C -0.96 1.36 3.63
C 0.04 0.64 3.00
B -0.03 0.10 1.45
C 0.74 1.32 0.64
C 0.02 2.42 0.20
C 0.70 3.55 -0.30
C 2.10 3.55 -0.34
Cl 2.93 4.94 -0.88
C 2.82 2.42 0.06
C 2.12 1.31 0.55
O 0.66 -1.14 1.45
C -0.36 -2.13 1.60
C 0.14 -3.35 0.84
C -0.60 -2.45 3.06
C -1.66 -1.39 0.99
C -1.61 -1.45 -0.51
C -3.02 -1.85 1.47
O -1.46 -0.03 1.31
S 1.25 0.17 4.14
H 0.16 1.29 7.55
H 0.98 -0.27 7.26
H 1.85 1.28 6.98
H -1.44 1.99 5.72
H -1.83 1.81 3.15
H -1.07 2.43 0.30
H 0.15 4.43 -0.61
H 3.90 2.42 0.01
H 2.68 0.44 0.93
H -0.65 -4.10 0.73
H 0.54 -3.08 -0.14
H 0.96 -3.81 1.41
H -1.32 -3.28 3.12
H 0.32 -2.75 3.55
H -1.02 -1.59 3.60
H -1.74 -2.44 -0.95
H -2.32 -0.75 -0.96
H -0.62 -1.05 -0.76
H -3.23 -2.88 1.15
H -3.11 -1.79 2.55
H -3.80 -1.22 1.02

Computed properties:
**Maximum force**: 0.08123 Eh/bohr
**Multiplicity**: 1
**Energy above the lowest of the compared OMol25 structures with the same formula, charge and spin**: 60.1 kcal per mole
**Kohn-Sham gap**: 0.088 Ha
**LUMO energy**: -4.2 eV


Record 3
Below is a single C4H8N2 molecule at a distorted geometry, with properties calculated with ωB97M-V/def2-TZVPD.

CARTESIAN COORDINATES (ANGSTROEM)
C 2.37 0.60 0.03
C -0.29 -0.14 0.33
C -1.36 0.82 -0.31
C -1.67 -0.66 0.06
H 3.40 0.79 -0.07
H 1.64 1.36 0.22
H 0.59 -1.92 -0.17
H -0.07 0.16 1.39
H -1.64 1.06 -1.45
H -1.72 1.70 0.31
H -1.70 -1.32 -0.76
H -2.44 -0.95 0.82
N 2.11 -0.61 -0.13
N 0.77 -0.92 -0.26

Computed properties:
**Maximum force**: 0.05908 Eh/bohr
**Multiplicity**: 1
**Energy above the lowest of the compared OMol25 structures with the same formula, charge and spin**: 72.4 kcal per mole
**Kohn-Sham gap**: 0.364 Ha
**SMILES string**: C=NNC1CC1
**LUMO energy**: 1.2 eV


Record 4
Below is a molecular structure, C19H32CoN2O6PSSe3, with properties calculated with ωB97M-V/def2-TZVPD.

CARTESIAN COORDINATES (ANGSTROEM)
Co -1.51 -0.56 0.73
O -0.80 -2.77 1.09
C -0.73 -3.42 2.36
C -1.89 -2.97 3.24
C -1.99 -4.06 4.32
O -2.93 -3.77 5.36
C -1.62 -1.64 3.95
Se -0.56 -0.22 3.07
C -3.21 -2.99 2.44
Se -3.72 -1.39 1.41
H 0.09 -2.64 0.73
H 0.22 -3.19 2.85
H -0.81 -4.50 2.20
H -0.99 -4.21 4.76
H -2.32 -5.00 3.87
H -2.79 -2.86 5.63
H -1.04 -1.81 4.86
H -2.56 -1.15 4.20
H -4.03 -3.16 3.14
H -3.18 -3.85 1.76
Se -3.73 1.76 -0.41
N -2.03 1.35 0.13
C -1.36 2.52 0.23
C -0.04 2.65 0.71
C 0.54 3.90 0.78
C -0.16 5.05 0.37
C -1.46 4.95 -0.10
C -2.10 3.70 -0.16
N -3.37 3.52 -0.57
H 0.50 1.76 0.99
H 1.56 3.99 1.15
H 0.32 6.02 0.42
H -2.01 5.83 -0.41
C 3.18 1.91 -1.41
C 3.22 0.65 -0.55
C 4.21 -0.36 -1.11
C 3.58 1.00 0.89
O 1.87 0.14 -0.44
P 1.05 -0.76 -1.46
O 1.79 -1.94 -1.97
O -0.27 -1.04 -0.78
O 0.81 0.34 -2.63
C -0.08 0.18 -3.75
C -1.41 0.80 -3.35
C 0.58 0.97 -4.88
C -0.26 -1.28 -4.16
H 4.17 2.39 -1.39
H 2.44 2.61 -1.03
H 2.93 1.66 -2.44
H 5.21 0.08 -1.07
H 3.97 -0.61 -2.14
H 4.19 -1.28 -0.53
H 4.60 1.39 0.94
H 3.50 0.11 1.52
H 2.89 1.74 1.29
H -1.27 1.83 -3.04
H -1.84 0.25 -2.51
H -2.12 0.77 -4.19
H 0.74 2.00 -4.56
H -0.06 0.96 -5.77
H 1.54 0.52 -5.13
H -0.73 -1.85 -3.36
H 0.70 -1.74 -4.39
H -0.91 -1.31 -5.04
S 1.50 -0.95 3.33

Computed properties:
**Maximum force**: 0.00466 Eh/bohr
**Multiplicity**: 5
**Energy above the lowest of the compared OMol25 structures with the same formula, charge and spin**: 4.1 kcal per mole
**⟨S²⟩**: 6.03
**Kohn-Sham gap (spin up / spin down)**: 0.182 / 0.227 Ha
**Charge**: -2
**LUMO energy (spin up / spin down)**: 4.5 / 4.5 eV


Record 5
Below is a molecular structure, C20H36Cl14O6 at a distorted geometry, with properties calculated with ωB97M-V/def2-TZVPD.

CARTESIAN COORDINATES (ANGSTROEM)
C 0.19 1.51 1.30
C -0.49 1.66 -0.08
O 0.18 0.62 -0.80
C 1.39 0.37 -0.23
O 2.36 -0.30 -0.59
O 1.39 0.91 0.99
H -0.39 0.98 2.05
H 0.41 2.44 1.82
H -0.42 2.68 -0.47
H -1.53 1.35 -0.09
C 1.31 -3.14 3.61
C 1.19 -2.19 4.82
O 0.85 -0.95 4.22
C 0.71 -1.08 2.98
O 0.39 -0.18 2.24
O 0.92 -2.25 2.57
H 0.60 -3.96 3.56
H 2.38 -3.27 3.48
H 2.11 -2.13 5.39
H 0.38 -2.48 5.49
Cl -2.05 2.36 1.75
C -1.68 4.05 1.24
C -2.55 4.27 0.00
Cl -1.80 3.53 -1.47
H -0.60 4.13 1.25
H -2.19 4.64 2.00
H -2.49 5.29 -0.37
H -3.58 3.92 -0.03
Cl 3.65 -1.32 -2.51
C 1.90 -1.25 -2.80
C 1.52 -2.70 -3.29
Cl 2.02 -2.87 -4.94
H 1.78 -0.54 -3.62
H 1.48 -0.91 -1.86
H 0.43 -2.77 -3.29
H 1.75 -3.51 -2.60
Cl -2.17 -0.89 1.23
C -2.28 -0.64 -0.54
C -3.46 -1.24 -1.25
Cl -3.35 -2.98 -1.13
H -1.36 -1.01 -0.98
H -2.24 0.45 -0.61
H -3.54 -1.02 -2.31
H -4.41 -0.92 -0.81
Cl 1.28 3.11 -1.35
C 2.04 2.53 -2.81
C 2.85 1.23 -2.44
Cl 4.50 1.52 -1.62
H 2.66 3.31 -3.25
H 1.14 2.38 -3.39
H 3.01 0.46 -3.19
H 2.35 0.57 -1.72
Cl -2.83 -1.03 3.62
C -2.01 0.45 3.15
C -1.27 0.96 4.43
Cl -0.42 2.49 4.01
H -2.73 1.10 2.65
H -1.24 0.30 2.38
H -0.60 0.25 4.90
H -2.04 1.20 5.16
Cl 3.19 -2.61 1.62
C 2.63 -2.67 -0.06
C 1.18 -2.45 0.18
Cl 0.10 -2.47 -1.25
H 3.06 -3.52 -0.58
H 2.98 -1.71 -0.46
H 0.96 -1.59 0.80
H 0.76 -3.25 0.80
Cl -3.32 0.02 -3.92
C -1.58 0.19 -4.05
C -0.93 -0.15 -2.76
Cl 0.54 0.76 -2.58
H -1.45 1.24 -4.30
H -1.21 -0.42 -4.89
H -0.79 -1.17 -2.39
H -1.54 0.35 -2.01

Computed properties:
**Maximum force**: 0.28466 Eh/bohr
**Multiplicity**: 1
**Kohn-Sham gap**: 0.275 Ha
**LUMO energy**: 0.2 eV


One value per record, in order, for total energy: -9769.09451; -2593.05309; -266.60656; -10630.99214; -7676.73814 Eh.